(1)
Formula: C38H42BrF8NO6
Source: OMol25
Level of theory: ωB97M-V/def2-TZVPD

XYZ file:
```
96
Properties=species:S:1:pos:R:3:forces:R:3
C 4.4689 -2.3017 0.4684 -0.45 -1.22 -0.42
C 3.0639 -2.7115 1.2082 0.62 -0.34 0.49
C 2.4467 -1.5006 2.1246 0.16 -1.68 0.96
O 1.0172 -1.3817 1.8012 0.87 1.38 -1.59
C 0.8255 -0.6947 0.4794 1.93 0.57 0.10
C -0.5263 0.2925 0.5510 0.77 -1.66 2.72
C -1.7884 -0.6903 0.2493 -1.84 2.21 -1.36
O -1.5605 -2.1268 0.4084 -2.41 0.32 2.26
C -2.5257 -2.7669 1.3132 -1.94 -2.32 3.27
C -4.1602 -2.6725 1.2362 2.15 -2.06 2.68
C -5.1033 -3.5154 2.3306 4.39 -0.45 0.13
C -4.3901 -4.4756 3.4837 2.16 2.04 -2.45
C -2.7359 -4.5807 3.6068 -2.03 3.01 -4.16
C -1.8640 -3.7275 2.5120 -2.80 -0.13 0.15
C -0.3795 0.7708 2.1487 -1.56 -0.90 1.97
O -1.0799 0.3974 3.2215 4.67 2.66 -6.67
N 0.8137 1.7223 2.0068 -3.58 -1.70 1.60
C 0.7554 2.5864 0.7291 1.11 -0.03 2.07
C 2.3140 2.7577 0.2307 0.65 -0.15 -1.61
C 2.4796 3.9856 -0.8933 1.03 -0.28 0.42
C 3.2146 3.4864 -2.2824 0.21 1.18 -0.41
C 0.2170 4.0081 1.3433 -0.17 0.95 0.31
C 1.3728 4.8477 2.2016 -0.84 0.30 -0.05
C 0.6412 5.9599 3.1864 0.50 -0.56 -0.39
C -0.2841 1.6859 -0.2242 -0.12 -0.36 -0.26
Br 0.4696 1.0170 -2.0050 -0.25 0.61 0.80
C -1.4362 2.6737 -0.7870 3.07 4.55 -4.96
O -0.9494 3.6176 -1.6483 -3.85 -5.87 5.96
C -3.0462 2.6962 -0.5563 -2.23 0.79 -2.56
F -3.6168 3.6995 -1.5401 1.82 -3.20 3.28
F -3.7533 1.4223 -0.9609 2.37 3.59 1.70
C -3.5652 3.2318 0.9017 0.50 2.27 1.73
F -3.2184 4.7018 0.9493 -0.86 -4.62 -0.23
F -2.9162 2.6237 2.0795 -1.77 1.57 -4.05
C -5.1817 3.1447 1.1543 -2.64 1.39 1.49
F -6.0255 3.7840 0.1218 3.06 -2.08 3.03
F -5.4368 3.9241 2.4245 0.94 -2.30 -4.01
C -5.7168 1.6012 1.5145 0.96 -3.76 4.83
O -5.4118 1.0947 2.7158 -2.04 3.53 -8.43
O -6.4692 0.8311 0.4765 3.47 1.11 2.53
H 4.3745 -1.3172 -0.1576 0.29 -1.72 1.43
H 4.7365 -3.1633 -0.3013 -0.47 1.79 1.58
H 5.3216 -2.2970 1.2726 -1.60 0.39 -1.66
H 3.3119 -3.6262 1.9337 -0.57 1.96 -1.61
H 2.2231 -3.1105 0.4796 1.84 1.04 1.34
H 2.4974 -1.8822 3.2548 -0.38 1.02 -2.43
H 3.0495 -0.4981 2.1012 -1.28 -1.66 -0.40
H 1.8278 -0.0585 0.3508 -2.45 -1.03 0.05
H 0.8047 -1.4348 -0.4250 -0.36 1.24 1.88
H -2.7115 -0.3016 0.8992 2.05 -1.11 -1.21
H -2.0896 -0.5216 -0.8936 0.69 -0.38 2.38
H -4.6433 -2.0120 0.3998 0.95 -1.49 1.76
H -6.2756 -3.4259 2.2152 2.79 -0.30 0.39
H -5.0404 -5.0995 4.2355 1.31 1.49 -1.74
H -2.1652 -5.2417 4.3905 -1.45 1.49 -1.71
H -0.6824 -3.8115 2.5814 -2.81 0.40 -0.33
H 0.7254 2.2352 2.9104 0.68 0.06 -1.13
H 3.0836 2.9358 1.1261 -2.23 -0.33 -1.72
H 2.7446 1.7952 -0.3294 -1.30 1.84 1.38
H 1.4526 4.4992 -1.1259 2.07 -1.01 0.43
H 3.2322 4.7576 -0.3856 -1.82 -1.42 -1.24
H 3.5186 4.4810 -2.8673 -0.60 -2.14 1.20
H 4.2331 2.9086 -2.0831 -2.33 1.06 -0.31
H 2.5089 2.8961 -3.0167 1.44 1.00 1.75
H -0.1950 4.7715 0.5590 0.68 -1.62 1.34
H -0.6243 3.7557 2.1233 1.36 0.47 -1.70
H 2.0237 5.4588 1.4314 -1.04 -1.55 1.69
H 1.9881 4.1196 2.8813 -0.89 1.46 -1.50
H 1.4924 6.7318 3.5022 -2.14 -1.56 -0.59
H -0.2214 6.4781 2.5683 1.79 -0.87 1.47
H 0.1987 5.4239 4.1502 0.89 1.26 -2.11
H -5.9984 -0.0751 0.4412 -1.12 1.87 0.47
F -4.2952 -8.2529 0.1288 -0.03 -0.19 0.14
C -4.1334 -7.2307 -0.7217 0.16 0.91 -0.70
C -3.4780 -6.0814 -0.2934 0.01 -0.07 0.06
C -3.3048 -5.0188 -1.1802 -0.20 -0.33 -0.31
C -3.7991 -5.1132 -2.4835 0.01 -0.04 0.08
C -4.4600 -6.2689 -2.9023 0.16 0.11 0.35
C -4.6231 -7.3355 -2.0188 -0.04 -0.07 0.03
H -3.1082 -6.0229 0.7251 -0.05 0.02 -0.05
H -2.7869 -4.1190 -0.8574 -0.10 -0.26 -0.06
H -3.6676 -4.2824 -3.1734 -0.02 -0.16 0.11
H -4.8474 -6.3384 -3.9159 0.07 -0.03 0.19
H -5.1265 -8.2448 -2.3305 0.04 0.07 0.07
F 4.6115 -0.2225 -3.3021 -0.23 -0.09 0.13
C 5.7126 0.2815 -3.8751 0.93 0.43 -0.49
C 6.9532 -0.2715 -3.5771 -0.05 -0.04 0.04
C 8.0993 0.2495 -4.1774 -0.36 0.28 -0.16
C 7.9931 1.3261 -5.0615 -0.01 -0.05 0.04
C 6.7439 1.8775 -5.3502 0.13 -0.32 0.25
C 5.5969 1.3490 -4.7584 -0.08 -0.01 0.04
H 7.0171 -1.1020 -2.8816 -0.05 0.07 -0.07
H 9.0731 -0.1808 -3.9571 -0.20 0.06 -0.01
H 8.8878 1.7351 -5.5260 -0.18 -0.08 0.09
H 6.6641 2.7180 -6.0354 -0.03 -0.17 0.13
H 4.6171 1.7597 -4.9785 0.07 -0.06 0.06
```
Positions in Å, forces in eV/Å.

* E_HOMO: -8.47 eV
* gap between HOMO and LUMO: 6.466 eV
* relative energy (zero: lowest compared OMol25 entry of this formula, charge and spin): 1127.3 kJ/mol
* LUMO level: -2.0 eV
* SMILES: CCCOC[C@@]1(COc2ccccc2)C(=O)NC(CCC)(CCC)[C@]1(Br)C(=O)C(F)(F)C(F)(F)C(F)(F)C(=O)O.Fc1ccccc1.Fc1ccccc1
* spin multiplicity: 1

***

(2)
Formula: C38H42BrN8O9STi
Source: OMol25
Level of theory: ωB97M-V/def2-TZVPD

XYZ file:
```
100
Properties=species:S:1:pos:R:3:forces:R:3
Ti 0.1186 -0.5933 1.3900 0.66 0.58 0.90
O 1.9632 -1.5596 0.9058 -0.03 -0.14 0.07
N 2.9268 -0.9105 0.4141 -0.07 0.06 -0.04
N 2.5824 0.2708 0.0612 -0.14 -0.13 0.06
O 1.3467 0.6731 0.1972 -0.15 0.01 -0.03
C 3.5357 1.1562 -0.5049 0.01 0.01 -0.04
C 4.8950 0.8763 -0.4359 0.03 -0.03 -0.03
C 5.7869 1.7475 -1.0382 -0.01 0.02 0.00
C 5.3316 2.8913 -1.6844 -0.02 0.00 0.01
C 3.9720 3.1673 -1.7139 0.05 0.01 -0.01
C 3.0640 2.3028 -1.1230 -0.04 0.04 0.02
H 5.2338 -0.0054 0.0879 0.00 0.00 -0.01
H 6.8478 1.5373 -0.9888 0.00 0.00 0.00
H 6.0359 3.5709 -2.1471 0.00 0.00 0.00
H 3.6098 4.0668 -2.1954 0.00 0.00 0.00
H 2.0010 2.4974 -1.1175 0.01 0.00 -0.01
O -0.4962 -2.3552 4.2846 -0.07 -0.01 -0.06
C -0.0914 -1.2031 4.2848 -0.04 -0.09 0.00
O 0.6053 -0.6859 3.2750 -0.30 0.03 -0.43
C -0.3511 -0.2884 5.4227 0.13 -0.02 0.01
C 0.4137 0.8611 5.6593 -0.02 0.06 -0.01
C 0.1864 1.6661 6.7546 0.00 0.00 -0.02
C -0.8496 1.3486 7.6590 0.00 0.01 0.00
C -1.6320 0.1968 7.4236 -0.01 -0.01 -0.01
C -1.3692 -0.6011 6.3341 0.02 -0.01 0.06
N -1.0912 2.1456 8.7636 0.02 -0.01 -0.01
O -2.0308 1.8279 9.5662 -0.05 -0.02 0.03
O -0.3652 3.1748 8.9599 0.04 0.04 -0.01
H 1.2184 1.1072 4.9769 -0.02 -0.03 0.07
H 0.7835 2.5442 6.9492 0.01 0.00 -0.01
H -2.4241 -0.0321 8.1204 0.00 0.00 0.00
H -1.9520 -1.4969 6.1591 0.00 0.00 0.00
Br 3.9495 2.3565 3.7485 -0.01 0.01 0.00
C 2.6174 3.1797 2.6681 0.04 -0.01 0.00
C 2.9014 4.3922 2.0599 -0.01 -0.01 0.01
C 1.9308 4.9753 1.2586 -0.01 -0.01 -0.01
C 0.7129 4.3395 1.0608 -0.01 0.01 -0.01
C 0.4543 3.1140 1.6590 -0.01 -0.05 0.02
C 1.4078 2.5366 2.4905 -0.04 -0.03 -0.04
C -0.8535 2.3985 1.3506 0.04 0.14 0.01
O -1.7510 3.0516 0.8207 0.06 0.02 0.06
O -0.9273 1.1590 1.6677 0.04 -0.25 -0.33
H 3.8619 4.8657 2.2119 0.00 0.00 0.00
H 2.1329 5.9273 0.7821 0.00 0.00 0.00
H -0.0557 4.7724 0.4344 0.00 0.00 0.00
H 1.2005 1.5901 2.9748 0.01 0.01 -0.06
C -1.4685 -4.1035 1.3182 0.01 0.00 -0.02
C -2.0514 -2.7477 0.8984 0.17 -0.17 0.08
C -2.5117 -2.8216 -0.5600 0.00 0.01 -0.01
C -3.2149 -2.3883 1.8277 0.01 0.01 0.01
N -1.0183 -1.7601 1.0389 -0.32 0.07 -0.20
H -2.2357 -4.8845 1.2810 -0.01 0.00 0.00
H -1.0766 -4.0231 2.3324 0.00 0.00 0.01
H -0.6511 -4.3764 0.6471 0.00 0.00 0.00
H -3.1917 -3.6663 -0.7095 -0.03 0.00 0.00
H -1.6347 -2.9514 -1.1987 -0.05 -0.01 0.06
H -3.0171 -1.9053 -0.8723 0.01 0.02 0.02
H -4.0528 -3.0801 1.6945 0.00 -0.02 0.00
H -3.5618 -1.3736 1.6291 -0.04 -0.03 -0.01
H -2.8753 -2.4291 2.8634 0.01 0.00 0.01
C -3.1096 2.6964 -1.9061 0.04 -0.01 0.02
N -2.8942 1.4068 -1.2833 -0.13 -0.03 -0.20
C -3.7077 1.0001 -0.1527 -0.09 0.00 0.20
C -1.8836 0.6551 -1.6578 0.13 0.08 0.19
N -0.9850 -0.0121 -1.9524 0.12 -0.07 -0.25
H -3.9206 2.6609 -2.6432 0.01 0.03 0.02
H -2.1916 3.0215 -2.3919 -0.01 -0.02 -0.07
H -3.3403 3.4215 -1.1280 -0.02 0.01 0.04
H -4.6406 0.5236 -0.4714 0.00 0.01 -0.05
H -3.9165 1.8831 0.4507 0.02 -0.06 0.00
H -3.1344 0.3141 0.4666 0.01 0.02 0.00
C 4.1637 -1.7869 -4.8503 0.02 0.01 -0.01
C 2.9329 -0.8899 -4.9171 0.04 -0.01 -0.01
C 2.4107 -0.4975 -3.5405 -0.14 0.08 0.07
N 2.1489 -1.6509 -2.6786 0.06 -0.20 -0.11
C 1.2567 -2.6471 -2.6912 -0.06 0.11 -0.07
S 1.5473 -4.0494 -1.8277 0.03 -0.07 0.04
N 0.0267 -2.6029 -3.3478 -0.04 0.12 0.16
C -0.6329 -1.7226 -4.1762 0.24 -0.16 -0.34
O -0.1088 -0.8402 -4.8182 -0.07 0.06 0.05
C -2.0993 -2.0252 -4.3391 0.00 0.11 0.12
C -2.9003 -0.9723 -4.7690 0.03 0.05 0.06
C -4.2678 -1.1367 -4.8938 -0.05 -0.03 0.00
C -4.8498 -2.3664 -4.6069 0.03 0.03 -0.02
C -4.0534 -3.4263 -4.2037 0.00 0.01 -0.01
C -2.6823 -3.2561 -4.0678 -0.03 -0.06 0.03
H 4.5410 -2.0129 -5.8490 0.00 -0.01 0.00
H 3.9358 -2.7344 -4.3588 -0.01 -0.01 0.00
H 4.9711 -1.3084 -4.2892 0.00 0.01 0.00
H 2.1289 -1.3724 -5.4730 0.01 -0.03 0.01
H 3.1712 0.0330 -5.4547 -0.01 0.01 0.01
H 1.5271 0.1254 -3.6130 -0.05 -0.02 0.01
H 3.1759 0.0750 -3.0134 0.01 0.01 0.03
H 2.9251 -1.9144 -2.0891 -0.01 0.00 0.03
H -0.5519 -3.3285 -2.9550 0.05 -0.01 -0.02
H -2.4260 -0.0212 -4.9684 0.00 0.01 -0.01
H -4.8847 -0.3015 -5.2015 0.00 -0.01 0.00
H -5.9216 -2.4951 -4.6919 0.00 0.00 0.00
H -4.4974 -4.3868 -3.9764 0.00 0.00 -0.01
H -2.0889 -4.1040 -3.7474 -0.01 0.00 0.00
```
Positions in Å, forces in eV/Å.

* ⟨S²⟩: 0.77
* E_HOMO (alpha / beta): 0.01 / -3.13 eV
* gap between HOMO and LUMO (alpha / beta): 3.579 / 6.725 eV
* relative energy (zero: lowest compared OMol25 entry of this formula, charge and spin): 68.4 kJ/mol
* LUMO level (alpha / beta): 3.6 / 3.6 eV
* net charge: -2
* spin multiplicity: 2

***

(3)
Formula: C38H43As3Br3ClNO3SbSe4W
Source: OMol25
Level of theory: ωB97M-V/def2-TZVPD

XYZ file:
```
98
Properties=species:S:1:pos:R:3:forces:R:3
W 1.2063 -1.4912 0.8898 -0.72 -0.23 -0.68
C 2.8035 -1.3894 -2.6299 0.01 -0.02 -0.03
As 1.0425 -1.3276 -1.8172 0.05 -0.12 -0.05
C 0.3146 -3.0147 -2.4551 0.07 -0.01 -0.06
C -0.1052 -0.2075 -2.9851 -0.15 -0.05 0.03
C 0.1840 1.1385 -3.6821 0.05 -0.08 -0.07
C 1.5521 1.1150 -4.3714 0.02 0.00 0.04
C 0.1025 2.3822 -2.7965 -0.07 0.04 0.03
As 1.2903 2.4343 -1.2342 0.09 0.01 -0.11
C 2.9040 3.2507 -2.0097 0.00 0.01 0.03
C 0.5518 4.0965 -0.5018 -0.04 -0.03 0.06
C -0.8635 1.2694 -4.8165 0.03 0.05 -0.02
As -2.8404 1.1693 -4.6508 -0.02 -0.03 -0.01
C -3.2515 1.8193 -2.8434 -0.02 0.02 0.00
C -3.1237 -0.7431 -4.2822 0.01 0.00 0.03
H 3.4792 -0.7291 -2.0922 0.01 0.06 -0.03
H 2.7625 -1.1175 -3.6804 0.00 -0.07 0.01
H 3.1619 -2.4147 -2.5336 0.01 0.01 0.05
H 0.5933 -3.1470 -3.5008 -0.02 0.01 -0.01
H -0.7713 -3.0029 -2.3624 0.00 -0.01 0.02
H 0.7148 -3.8354 -1.8619 0.01 -0.01 -0.02
H -1.0542 -0.1638 -2.4439 0.05 0.08 0.01
H -0.2602 -0.9215 -3.7995 -0.06 -0.04 0.05
H 2.3688 1.0747 -3.6496 -0.02 0.00 -0.02
H 1.6823 2.0181 -4.9710 0.00 0.01 0.01
H 1.6423 0.2561 -5.0401 0.00 0.00 -0.01
H -0.9057 2.4963 -2.3980 0.05 0.00 0.04
H 0.3021 3.2673 -3.4088 -0.03 -0.01 -0.03
H 2.6631 3.9323 -2.8265 -0.01 0.00 0.01
H 3.5927 2.4852 -2.3649 -0.01 0.01 0.00
H 3.4055 3.8091 -1.2172 -0.01 -0.01 0.00
H 0.5447 4.8898 -1.2501 0.00 -0.01 -0.01
H 1.1565 4.4112 0.3497 0.00 0.00 -0.01
H -0.4671 3.9203 -0.1542 0.00 0.00 0.00
H -0.6582 0.5056 -5.5761 0.00 0.01 0.00
H -0.6942 2.2277 -5.3158 0.01 0.01 0.01
H -3.1365 2.9015 -2.7943 0.01 0.00 0.00
H -2.6479 1.3502 -2.0685 -0.01 -0.03 0.02
H -4.3012 1.5809 -2.6654 0.00 0.00 0.01
H -2.6261 -1.3391 -5.0477 0.01 0.00 0.00
H -4.1945 -0.9337 -4.3538 0.00 0.00 0.00
H -2.7804 -1.0575 -3.2970 -0.02 0.00 -0.02
C -1.4354 2.5419 3.2112 0.00 -0.02 -0.02
C 0.0385 2.7761 3.0293 -0.05 0.02 0.02
C 0.6411 3.9106 3.6225 -0.01 0.01 -0.01
C 1.9650 4.1476 3.4262 0.02 -0.03 -0.02
C 2.7250 3.2540 2.6388 -0.03 0.01 0.04
C 4.1067 3.4207 2.3716 0.02 0.04 0.01
Br 5.0433 4.9155 3.0606 0.00 0.00 0.00
C 4.7924 2.5188 1.6211 0.01 -0.01 -0.01
C 4.1177 1.4024 1.0977 -0.08 -0.03 0.04
Br 5.0973 0.1472 0.0939 0.02 0.02 0.00
C 2.7790 1.1903 1.3165 0.15 -0.14 -0.21
O 2.1986 0.1072 0.7806 -0.01 0.42 0.58
C 2.0461 2.1347 2.1024 0.07 -0.04 0.00
N 0.7221 1.9222 2.3038 0.05 0.04 -0.05
H -1.8604 3.2534 3.9167 0.01 -0.01 0.02
H -1.6262 1.5307 3.5705 -0.01 0.01 -0.02
H -1.9541 2.6571 2.2577 -0.01 0.02 0.01
H 0.0396 4.5812 4.2208 0.00 0.00 0.00
H 2.4470 5.0095 3.8658 0.00 0.00 0.00
H 5.8479 2.6429 1.4275 0.00 -0.01 -0.01
Br -1.0310 0.2423 0.7501 -0.03 0.02 0.00
C -2.2917 -1.0474 0.1618 0.06 0.04 -0.04
C -3.5397 -0.6288 -0.1907 -0.03 -0.02 0.00
C -4.5062 -1.5897 -0.5494 0.00 0.03 0.00
C -4.1929 -2.9153 -0.4878 0.01 -0.01 0.01
C -2.9067 -3.3485 -0.0812 0.01 0.00 -0.02
C -2.6245 -4.7267 0.0681 0.01 0.00 -0.01
C -1.4024 -5.1236 0.5146 -0.02 -0.02 0.00
C -0.3846 -4.1753 0.7539 0.00 0.03 -0.04
C -0.5653 -2.8111 0.5862 0.11 0.19 0.12
C -1.8891 -2.4014 0.2158 -0.06 0.01 0.02
H -3.7926 0.4222 -0.1756 0.01 0.02 -0.01
H -5.4953 -1.2671 -0.8458 0.00 0.00 0.00
H -4.9352 -3.6664 -0.7288 0.00 0.00 0.00
H -3.3993 -5.4481 -0.1617 0.00 0.00 0.00
H -1.1755 -6.1730 0.6521 0.03 0.00 0.01
H 0.5735 -4.5759 1.0526 -0.02 -0.02 0.01
Se 3.7965 -4.9541 2.3004 -0.10 0.06 -0.05
Sb 3.9335 -6.1031 0.1649 0.05 -0.02 -0.03
Se 5.7998 -5.6792 -1.1932 -0.02 -0.05 0.05
Se 1.9551 -7.1259 -0.5955 -0.05 -0.02 0.00
Se 2.6674 -3.0889 0.3964 0.54 0.04 -0.01
Cl -4.5546 -0.6719 6.2755 0.00 0.00 0.00
C -2.9578 -0.7343 5.5999 0.00 0.00 0.00
C -1.9477 0.0220 6.1774 0.00 0.00 0.00
C -0.6796 -0.0214 5.6259 0.00 -0.02 0.01
C -0.4263 -0.8114 4.5090 0.01 0.00 0.04
C -1.4451 -1.5781 3.9543 0.00 0.02 -0.01
C -2.7193 -1.5398 4.4974 0.00 0.00 0.00
C 0.9370 -0.7591 3.9111 -0.02 -0.02 -0.11
O 1.8492 -0.1251 4.3677 0.00 0.05 0.01
O 1.0779 -1.4865 2.7928 0.10 -0.17 0.43
H -2.1607 0.6344 7.0425 0.00 0.00 0.00
H 0.1298 0.5618 6.0451 0.00 0.00 0.00
H -1.2462 -2.2066 3.0958 0.00 0.01 0.00
H -3.5212 -2.1285 4.0735 0.00 0.00 0.00
```
Positions in Å, forces in eV/Å.

* E_HOMO: -7.64 eV
* gap between HOMO and LUMO: 6.258 eV
* relative energy (zero: lowest compared OMol25 entry of this formula, charge and spin): 0.0 kJ/mol
* LUMO level: -1.4 eV
* spin multiplicity: 1

***

- Look up the relative energy (zero: lowest compared OMol25 entry of this formula, charge and spin) of the third one.
  0.0 kJ/mol